114
Properties=species:S:1:pos:R:3:forces:R:3 method="wB97M-V/def2-TZVPD" energy_ev=-66272.996
O 3.6489 -5.9010 4.0055 1.40 -0.22 0.91
O -2.5501 2.3649 2.1260 0.03 0.03 -0.17
O 1.4335 -8.2467 2.4998 0.19 0.25 -0.01
O -0.2737 4.3407 -1.2922 0.25 0.15 0.28
O -3.9486 6.5637 -2.2073 -0.02 -0.01 -0.09
O -3.7906 7.2891 -6.7208 0.21 0.09 0.00
O 5.6677 0.9460 -5.6209 0.20 0.02 0.09
O -3.1344 -7.7720 4.6716 -0.15 0.11 0.30
O 3.4874 1.7339 -1.6772 -0.01 -0.08 -0.18
O -2.9570 -0.2413 4.1255 0.15 0.43 0.88
N 5.4523 -0.4131 -2.9546 -0.16 0.07 -0.04
N 1.9842 -5.4909 2.3798 -0.51 0.20 0.59
N 0.4330 2.6459 1.0730 -0.11 -0.06 -0.05
N 1.0421 -10.0053 4.5345 -1.81 -0.79 0.14
N -2.2945 5.5983 -4.7409 -0.19 -0.03 0.03
C -3.7265 5.2319 -2.6374 0.02 -0.24 0.16
C -3.2750 5.9860 -6.9643 -0.29 -0.23 -0.11
C 0.0224 -4.2142 3.0511 0.15 -0.64 -0.03
C -0.0041 -6.5819 3.4385 0.70 -0.41 -0.16
C -1.9410 -2.7799 3.6167 0.59 -0.21 -0.61
C -2.4250 5.0148 -3.4036 0.01 0.23 -0.24
C 3.3010 0.3317 -1.7579 -0.09 -0.12 0.19
C 5.6615 -0.4596 -5.4051 -0.28 -0.14 -0.21
C -4.4806 7.4379 -3.1841 0.05 0.11 0.21
C 1.0714 -10.1218 7.0149 -0.17 0.01 -0.55
C -2.8211 8.3176 -6.7338 -0.11 -0.03 0.02
C 2.8484 -5.6916 3.2154 -0.92 0.00 -0.92
C 4.5897 -0.4871 -1.7773 0.24 0.04 -0.01
C -1.9048 -5.2535 4.0741 0.17 -0.31 -0.17
C -3.2807 5.1369 -5.7096 0.12 0.21 0.16
C -1.2578 -4.1298 3.5832 -0.29 0.73 0.25
C 1.1525 -12.1856 5.4917 0.68 0.53 -0.53
C 0.6231 -7.9346 3.3374 -0.09 -0.38 -0.11
C 0.4020 2.2227 -0.3213 -0.14 0.17 0.21
C -1.8273 -0.6368 4.8950 -0.06 -1.01 -0.70
C -1.9295 -7.7244 4.5308 -0.14 0.08 -0.31
C -3.6116 0.8715 4.7591 -0.05 -0.29 -0.71
C 0.6641 -5.4441 2.9683 -0.54 0.25 -0.44
C 0.7559 3.3559 -1.2591 -0.10 -0.23 -0.31
C 1.0603 -10.6907 5.6152 0.46 -0.09 -0.10
C 6.8922 1.5837 -5.3147 -0.11 0.01 -0.03
C -1.0620 -8.8428 4.8687 0.08 -0.28 0.28
C -1.2731 -6.4858 4.0050 0.16 0.32 -0.12
C -2.7520 3.2997 1.0815 -0.13 0.06 0.21
C 4.8246 -0.8372 -4.2001 0.11 0.18 0.16
C -0.1668 1.6968 2.0087 0.06 0.23 0.00
C 0.1674 -8.9773 4.3325 1.08 1.23 0.30
C 3.7812 2.3715 -2.9075 0.02 0.19 0.20
C -1.6371 1.3170 1.8416 0.21 -0.21 0.05
C 0.0596 5.5546 -0.6461 -0.10 -0.06 -0.06
C -1.0179 -1.6225 4.0492 -1.02 0.27 0.43
H -0.5924 1.8582 -0.6141 0.05 -0.06 -0.13
H 0.7049 -12.4610 4.5436 -0.21 -0.20 0.02
H 0.0546 -9.8773 7.3095 -0.06 -0.06 0.31
H 5.7702 0.5410 -3.0544 0.04 0.00 -0.03
H -5.0318 8.2208 -2.6622 0.00 -0.04 0.05
H 6.6777 -0.8568 -5.3272 0.03 0.08 0.12
H 1.6624 -9.2123 7.0413 0.00 0.15 0.01
H 0.8272 2.9497 -2.2725 0.03 0.00 0.00
H -3.6866 7.9257 -3.7560 -0.07 -0.03 -0.15
H 4.3355 -1.5376 -1.6031 -0.07 0.00 -0.03
H -0.6708 -1.0783 3.1766 0.44 -0.13 -0.07
H -3.3498 9.2689 -6.7660 -0.04 -0.02 0.01
H 1.1166 1.4111 -0.4621 0.01 -0.02 0.00
H -2.1952 8.3016 -5.8349 0.09 0.02 -0.05
H -1.8508 0.8787 0.8584 0.03 0.16 -0.09
H -3.2301 1.0147 5.7667 -0.19 0.00 0.18
H 2.2110 -12.4385 5.3947 0.06 -0.26 0.30
H -2.6980 2.8289 0.0966 0.10 0.00 -0.02
H 1.0440 5.9132 -0.9606 0.02 0.01 0.03
H -3.6529 4.6408 -1.7203 0.02 0.02 0.02
H -2.0370 4.1243 1.1413 0.04 -0.01 -0.17
H 7.7375 1.0556 -5.7650 0.03 0.00 0.03
H 6.8518 2.5903 -5.7273 -0.05 -0.01 -0.01
H -1.2167 0.2184 5.1895 -0.03 0.10 0.11
H -2.8591 -2.8157 4.1957 0.01 -0.03 0.21
H -3.0530 4.1015 -5.9810 -0.02 -0.02 0.01
H 1.7257 3.7972 -1.0167 -0.04 0.02 0.16
H -4.6039 4.8502 -3.1743 0.00 0.12 -0.10
H -1.6227 5.4284 -2.8006 0.06 -0.08 0.02
H 3.4428 3.4058 -2.8333 -0.04 -0.02 0.04
H 0.4321 0.7788 1.9942 -0.03 -0.03 -0.04
H -2.2787 6.0283 -7.4143 0.06 0.08 0.11
H -4.3002 5.1652 -5.3033 -0.07 -0.10 -0.11
H -2.2377 3.9392 -3.4756 -0.03 -0.01 0.02
H 5.1922 -0.1642 -0.9249 -0.04 -0.04 0.05
H -2.1783 8.2456 -7.6160 0.04 0.01 0.01
H -1.8508 0.5357 2.5731 -0.08 0.23 -0.18
H 3.2662 1.9003 -3.7483 0.06 -0.06 -0.02
H -0.0535 3.5273 1.1612 0.01 0.03 -0.02
H 2.6290 0.0809 -2.5881 0.09 0.06 -0.10
H -0.6883 6.2964 -0.9272 -0.03 -0.03 0.00
H 0.0484 5.4542 0.4443 0.09 0.06 0.02
H -0.1894 -1.9903 4.6501 0.20 0.04 -0.07
H -1.4683 -9.5682 5.5594 -0.15 -0.16 -0.14
H -2.2436 -2.5798 2.5876 -0.27 0.06 -0.01
H 1.5047 -10.8600 7.6804 -0.09 0.01 0.23
H -2.3641 6.6029 -4.6554 0.01 0.02 -0.03
H 3.8349 -0.3825 -4.3372 -0.05 -0.10 -0.11
H -0.0549 2.1300 3.0070 0.00 -0.08 0.03
H 0.5405 -3.3381 2.6928 0.01 0.11 -0.06
H 4.8576 2.3971 -3.0936 -0.01 -0.06 -0.16
H -2.8942 -5.1785 4.5002 -0.08 -0.05 0.02
H -3.4326 1.7629 4.1631 0.09 0.15 0.04
H 7.0550 1.6605 -4.2342 0.10 -0.03 -0.01
H 4.6982 -1.9238 -4.1813 -0.03 0.00 0.01
H 0.7009 -12.6923 6.3368 0.05 -0.09 0.09
H -4.6807 0.6737 4.7551 -0.09 -0.02 0.22
H 2.7686 0.0559 -0.8438 0.03 0.01 0.02
H -3.7485 3.7258 1.2052 -0.01 -0.05 0.03
H -3.9449 5.5191 -7.6920 0.03 0.00 -0.02
H -2.1912 -1.2018 5.7603 0.13 0.33 0.38
H 5.2005 -0.9071 -6.2900 0.03 -0.02 0.00
H -5.1682 6.9262 -3.8618 0.06 -0.03 -0.07

108
Properties=species:S:1:pos:R:3:forces:R:3 method="wB97M-V/def2-TZVPD" relative_energy_kj_mol=47.0 spin_multiplicity=2 s_squared=0.750 charge=-1
N 3.0878 -2.5334 -1.3069 0.80 -0.53 0.62
N 2.1016 -5.4241 0.9184 1.35 0.14 1.51
N -6.8416 -0.7561 -1.7647 3.55 1.69 0.20
N -3.7397 -0.3001 1.2849 -4.45 -0.40 1.67
N -3.9867 -1.0490 4.9495 1.34 -0.53 -0.84
N 1.0590 2.0355 -6.9953 0.08 -0.21 -0.11
N -3.5469 7.2361 -0.6145 1.98 -1.16 0.01
N 2.2904 3.0180 -0.9861 -0.10 0.61 -0.12
N 5.0182 0.5871 1.5676 0.40 0.11 -0.18
C 8.6597 1.4258 2.8284 -0.33 1.67 -0.48
C -3.0643 -1.4066 4.3379 -0.81 0.24 0.43
C 1.9624 0.5021 -0.3134 -1.24 0.01 0.55
C 6.9775 -2.2603 -0.2844 0.01 0.54 1.18
C -2.4571 3.7916 0.2208 0.41 -0.84 -0.30
C -6.2606 2.2094 2.2664 -0.22 -0.86 0.04
C 0.0213 2.0465 -6.5049 0.07 1.02 0.37
C -4.8608 -0.3828 1.6849 5.21 0.78 -2.25
C 5.9562 1.1794 1.2579 -0.44 -0.27 0.61
C -0.8806 -2.7028 4.3125 -0.02 0.62 -0.02
C 6.5122 -3.6727 -0.5572 -1.64 0.48 -1.21
C 5.0118 -3.9520 -0.1099 0.25 1.00 0.34
C -3.6442 -1.6186 -3.3036 -0.08 0.33 0.46
C -1.3056 5.8974 -0.4847 0.60 -0.04 -0.02
C 0.3694 -5.6881 -1.0651 0.68 0.77 1.34
C 2.1266 1.9275 -0.6788 0.57 -1.24 0.62
C -3.3566 -0.6400 -2.0928 0.12 -1.04 -0.74
C -0.3212 -1.9767 5.5548 -0.56 -0.75 -0.21
C 0.7910 0.2924 0.7061 -0.45 0.48 -0.43
C 1.3715 -5.5398 0.0585 -1.88 -0.08 -2.53
C 7.1036 1.9972 0.9057 0.47 0.72 -0.93
C -5.7716 -0.2475 -1.7594 -3.82 -1.60 -0.34
C -1.3000 2.1485 -5.8881 -0.24 -0.90 0.27
C -7.0535 0.9116 1.9866 1.72 -0.25 -0.84
C -2.5462 6.6353 -0.5727 -2.60 1.35 0.36
C -1.3729 2.3371 -4.3613 0.80 0.22 0.24
C -0.1170 -4.3258 -1.5975 -0.28 0.40 0.69
C 7.9002 2.5931 2.0761 -0.36 -1.38 0.75
C -1.9041 -1.8512 3.5200 -0.06 -0.36 0.61
C -6.1993 -0.4304 2.1757 -1.84 1.15 0.90
C -4.4638 0.3985 -1.8091 0.11 -0.47 -0.17
C 3.9214 -3.1374 -0.7766 0.62 -0.49 -0.54
C -0.4991 0.7298 0.0367 -1.00 -0.17 -0.27
C -0.8001 -3.3811 -0.5709 0.28 -0.25 0.06
C -0.3307 1.5872 -3.5133 0.00 0.21 -0.95
C -1.2805 4.7026 0.4675 -0.74 0.26 0.42
H -0.2437 2.0107 -2.5127 -0.24 -0.26 0.01
H 8.5542 3.4171 1.7905 0.28 -0.42 -0.47
H -0.7599 0.1222 -0.8298 0.32 -0.04 -0.21
H -0.4246 -6.2592 -0.5838 -0.23 -0.21 -0.49
H -0.3418 4.1740 0.3014 0.06 0.07 0.19
H -0.8106 -4.5196 -2.4158 0.05 -0.03 -0.08
H -1.1063 5.5614 -1.5023 0.40 0.02 -0.05
H 4.8735 -3.6682 0.9334 0.24 -0.09 0.27
H -1.7379 1.1916 -6.1724 -0.55 -0.02 0.07
H -2.4508 2.9061 0.8563 -0.02 0.15 0.32
H -4.3724 0.9080 -0.8499 0.49 -0.04 0.03
H 8.0075 0.5897 3.0807 -0.13 0.20 0.05
H 8.0114 -2.0392 -0.5495 0.08 -0.39 -0.21
H -2.9123 -2.4177 -3.4215 0.47 0.26 0.35
H 7.1994 -4.4092 -0.1408 -0.28 -0.05 0.10
H -1.2446 3.4077 -4.2020 -0.03 0.07 0.22
H -3.1573 -1.2403 -1.2051 -0.32 -0.01 0.11
H 4.7892 -5.0188 -0.1339 -0.24 0.12 -0.38
H 0.8589 -6.2153 -1.8839 -0.14 -0.32 0.15
H 6.7188 2.7570 0.2254 -0.11 0.32 0.13
H -7.2952 0.9037 0.9237 -0.25 0.15 -0.05
H -2.3849 2.0869 -4.0429 -0.08 -0.01 -0.05
H -1.1766 -1.7712 6.1984 0.10 0.14 0.23
H -6.8879 3.0134 1.8814 0.37 0.33 0.26
H -6.0105 2.3264 3.3208 -0.40 0.16 0.14
H -6.0905 -0.5933 3.2480 -0.17 -0.48 0.10
H 2.8581 -0.0307 0.0060 0.21 0.60 -0.11
H -3.6877 -1.1313 -4.2776 0.02 0.37 0.07
H 6.9095 -2.1013 0.7918 0.06 0.24 0.20
H -2.2763 -2.5002 2.7273 -0.21 0.35 -0.25
H 0.7590 -3.8209 -2.0045 -0.08 0.09 -0.08
H -1.4588 -0.9540 3.0902 0.03 -0.06 -0.12
H 0.1871 -1.0326 5.3589 -0.03 -0.08 -0.31
H -1.3806 -3.6390 4.5611 -0.06 0.06 0.48
H -4.5743 -2.1799 -3.2145 -0.27 0.30 0.34
H 0.7360 -0.7560 0.9990 0.15 -0.08 -0.19
H 1.6004 0.0281 -1.2256 0.24 -0.24 -0.13
H -4.4667 1.1662 -2.5829 -0.19 0.00 -0.13
H -0.1041 -3.0318 3.6220 0.18 0.34 -0.09
H -0.4731 1.7690 -0.2910 0.29 0.06 -0.06
H 9.4725 1.0453 2.2098 0.05 0.04 0.03
H 6.3786 -1.4646 -0.7275 -0.28 -0.29 -0.23
H 7.7634 1.4276 0.2514 0.10 -0.32 0.13
H -1.8949 2.9629 -6.3015 0.19 -0.15 -0.52
H 7.2085 3.0920 2.7549 -0.19 -0.26 0.18
H 6.4917 -3.7671 -1.6429 0.26 -0.51 -0.12
H 0.6493 1.7012 -3.9767 0.13 0.08 0.02
H -1.3451 5.0650 1.4934 0.37 0.07 0.08
H -1.7917 -3.6788 -0.2300 -0.09 -0.38 -0.28
H 0.8090 0.8638 1.6342 0.88 0.10 0.01
H -0.9187 -2.3742 -0.9712 0.10 0.01 -0.24
H -5.2832 2.1993 1.7840 -0.15 0.08 -0.41
H -1.4014 0.6643 0.6447 0.19 -0.15 0.47
H -0.5448 6.5967 -0.1379 0.19 0.10 -0.43
H 9.0613 1.8920 3.7281 0.20 -0.46 0.15
H -2.2798 3.3784 -0.7721 -0.69 0.03 -0.38
H 0.3575 -2.6329 6.0996 0.06 0.05 0.02
H -0.5325 0.5161 -3.5231 -0.07 -0.04 0.36
H -3.4164 4.2995 0.3210 0.04 -0.05 -0.23
H -0.2195 -3.2759 0.3456 0.32 -0.04 -0.02
H -2.4081 -0.1313 -2.2651 -0.12 0.25 -0.19
H -7.9947 0.9315 2.5360 0.20 -0.52 0.18
H -6.7317 -1.2331 1.6656 0.04 -0.19 0.29